{
  "formula": "C47H39CoF9N5O3P",
  "method": "ωB97M-V/def2-TZVPD",
  "e_lumo_ev": [3.788, 3.787],
  "largest_force_ev_per_a": 0.5,
  "total_charge": -2,
  "spin_multiplicity": 4,
  "s2": 3.7763,
  "energy_ev": -134344.2179,
  "elements": ["Co", "C", "N", "C", "C", "C", "C", "C", "N", "C", "C", "C", "C", "C", "C", "H", "H", "H", "H", "H", "H", "H", "H", "H", "H", "H", "F", "C", "F", "F", "C", "C", "C", "C", "C", "C", "P", "C", "C", "C", "C", "C", "C", "C", "F", "F", "F", "C", "C", "C", "C", "C", "C", "C", "F", "F", "F", "H", "H", "H", "H", "H", "H", "H", "H", "H", "H", "H", "H", "N", "C", "C", "C", "C", "C", "C", "H", "H", "H", "H", "H", "C", "C", "C", "C", "C", "C", "O", "N", "C", "O", "N", "C", "O", "H", "H", "H", "H", "H", "H", "H", "H", "H", "H", "H"],
  "positions_angstrom": [[-0.49, 1.10, -0.09], [0.34, -0.40, -2.98], [-0.70, 0.16, -2.13], [-1.90, 0.19, -2.56], [-2.93, 0.70, -1.71], [-4.31, 0.83, -1.89], [-4.78, 1.41, -0.70], [-3.67, 1.60, 0.12], [-2.55, 1.18, -0.49], [0.38, 0.19, -4.38], [0.69, -0.60, -5.48], [0.79, -0.05, -6.75], [0.57, 1.31, -6.93], [0.26, 2.11, -5.84], [0.17, 1.55, -4.57], [0.23, -1.49, -3.04], [1.30, -0.18, -2.51], [-2.18, -0.17, -3.56], [-4.87, 0.54, -2.76], [-5.81, 1.67, -0.46], [-3.62, 2.04, 1.11], [0.86, -1.66, -5.34], [1.03, -0.68, -7.60], [0.64, 1.75, -7.92], [0.10, 3.17, -5.97], [-0.07, 2.18, -3.72], [-2.69, -8.92, 1.18], [-3.54, -7.96, 0.73], [-4.03, -8.42, -0.44], [-4.57, -7.95, 1.60], [-2.88, -6.63, 0.61], [-2.58, -5.92, 1.78], [-1.94, -4.70, 1.70], [-1.59, -4.16, 0.46], [-1.91, -4.87, -0.70], [-2.55, -6.11, -0.63], [-0.76, -2.52, 0.23], [-1.38, -1.74, 1.77], [-0.62, -1.57, 2.92], [-1.19, -1.04, 4.06], [-2.53, -0.65, 4.04], [-3.28, -0.76, 2.88], [-2.70, -1.31, 1.74], [-3.19, -0.13, 5.28], [-2.32, 0.28, 6.21], [-3.96, -1.08, 5.88], [-4.02, 0.90, 5.04], [0.97, -3.00, 0.66], [1.34, -4.29, 1.05], [2.66, -4.61, 1.31], [3.63, -3.62, 1.20], [3.28, -2.33, 0.82], [1.96, -2.02, 0.54], [5.07, -3.95, 1.45], [5.76, -4.13, 0.29], [5.72, -2.98, 2.12], [5.23, -5.09, 2.15], [-2.85, -6.33, 2.75], [-1.72, -4.15, 2.60], [-1.67, -4.45, -1.66], [-2.79, -6.65, -1.53], [0.44, -1.81, 2.92], [-0.59, -0.89, 4.95], [-4.30, -0.41, 2.84], [-3.27, -1.35, 0.83], [0.60, -5.07, 1.14], [2.93, -5.61, 1.61], [4.03, -1.55, 0.76], [1.68, -0.99, 0.30], [0.64, 0.71, 1.27], [1.66, 0.96, 2.06], [1.52, 1.23, 3.47], [2.60, 1.45, 4.29], [3.91, 1.44, 3.81], [4.09, 1.21, 2.44], [3.02, 0.99, 1.60], [0.51, 1.29, 3.86], [2.43, 1.66, 5.35], [4.76, 1.63, 4.46], [5.09, 1.23, 2.02], [3.18, 0.86, 0.53], [-0.81, 5.50, -2.76], [-0.28, 6.09, -1.45], [0.79, 5.20, -0.79], [1.18, 5.76, 0.59], [2.19, 4.89, 1.33], [2.02, 5.19, -1.67], [2.60, 6.22, -2.00], [2.46, 3.97, -2.05], [1.84, 2.71, -1.80], [2.41, 1.74, -2.27], [0.70, 2.69, -1.10], [0.18, 3.81, -0.56], [-0.83, 3.75, 0.14], [-1.54, 6.17, -3.21], [-1.30, 4.54, -2.59], [0.00, 5.36, -3.48], [-1.09, 6.20, -0.74], [0.17, 7.07, -1.63], [0.26, 5.85, 1.16], [1.59, 6.77, 0.43], [1.79, 3.88, 1.51], [2.43, 5.32, 2.30], [3.12, 4.79, 0.78], [3.30, 3.92, -2.62]],
  "lowdin_spin": [2.586, 0.003, 0.025, -0.002, 0.002, -0.001, 0.002, 0.001, 0.020, 0.001, 0.000, 0.000, 0.000, 0.000, 0.000, 0.000, 0.000, 0.001, 0.000, 0.000, 0.000, 0.000, 0.000, 0.000, 0.000, 0.000, 0.000, 0.000, 0.000, 0.000, 0.000, 0.000, 0.000, -0.001, 0.000, 0.000, -0.001, 0.001, -0.002, 0.001, -0.002, 0.002, -0.002, 0.000, 0.000, 0.000, 0.000, 0.000, 0.000, 0.000, 0.000, 0.001, -0.001, 0.000, 0.000, 0.000, 0.000, 0.000, 0.000, 0.000, 0.000, 0.000, 0.000, 0.000, 0.000, 0.000, 0.000, 0.000, -0.001, 0.172, 0.047, 0.028, 0.003, 0.031, 0.003, 0.029, 0.001, 0.000, 0.003, 0.000, 0.001, 0.000, 0.000, 0.001, 0.000, 0.000, 0.000, 0.000, 0.002, 0.003, -0.001, 0.029, 0.001, 0.015, 0.000, 0.000, 0.000, 0.000, 0.000, 0.000, 0.000, 0.000, 0.000, 0.000, 0.000]
}